Entry 1:
C3H6FNOS | ωB97M-V with the def2-TZVPD basis set

Properties
HOMO (alpha / beta): -9.46 / -9.46 eV
ΔE to the lowest compared entry with this formula, charge and spin: 369.9 kJ/mol

Last column: Mulliken charge in e.
Atoms and positions in Å:
C1 3.84448 0.07785 -0.22636  0.579
C2 0.33068 0.04389 -1.32104  -0.671
C3 -0.24842 -0.26069 1.09334  -0.945
N1 0.61438 -0.46609 -0.03432  -0.215
O1 5.01252 0.31213 -0.08084  -0.444
F1 3.32863 -0.98102 -0.98460  -0.221
S1 2.61724 0.85166 0.61951  -0.107
H1 -0.75090 -0.16835 -1.55286  0.345
H2 0.30025 1.22193 -1.29981  0.234
H3 1.22082 -0.43470 -1.76686  0.301
H4 0.25164 -0.71242 1.94916  0.338
H5 -0.68048 0.67596 1.18127  0.385
H6 -1.07465 -0.88244 0.91654  0.421

Cartesian forces, eV/Å:
1.292 -1.202 0.155
-0.087 2.416 0.851
1.749 -1.274 -0.508
1.981 0.400 2.381
-1.387 -0.662 -1.013
1.179 0.909 0.234
-3.151 -0.388 0.051
1.160 -0.628 -0.337
0.400 -1.981 -0.472
-1.204 0.797 -1.744
-0.135 0.659 0.266
-0.396 2.304 0.645
-1.402 -1.349 -0.509


Entry 2:
C3H16O4S | ωB97M-V with the def2-TZVPD basis set

Properties
HOMO (alpha / beta): -0.57 / -4.26 eV
charge: -1
expectation value of S²: 0.76
ΔE to the lowest compared entry with this formula, charge and spin: 125.1 kJ/mol
2S+1: 2

Last column: Mulliken charge in e.
Atoms and positions in Å:
C1 0.83388 1.59649 2.41613  -1.341
C2 -0.05946 0.80450 1.47113  -0.163
S1 0.68432 -1.00001 0.94399  -0.546
C3 2.50266 0.13349 0.31044  -1.279
H1 0.09858 2.15836 3.00570  0.418
H2 1.32003 0.87282 3.08440  0.302
H3 1.51208 2.30627 1.94575  0.309
H4 -1.07522 0.61473 1.81753  0.357
H5 -0.19578 1.27056 0.49203  0.310
H6 3.12929 -0.58595 -0.18853  0.248
H7 2.82755 0.49876 1.26762  0.392
H8 1.95719 0.83289 -0.29741  0.368
H9 0.68829 -0.95384 -2.69060  0.254
H10 0.67742 -0.29579 -1.28094  0.279
O1 0.87516 -0.13312 -2.22677  -0.643
H11 -1.83773 -2.91412 -2.25939  0.315
H12 -1.64364 -1.45573 -2.48456  0.337
O2 -1.40390 -2.30809 -2.87006  -0.656
H13 -1.62073 0.49493 -0.70717  0.260
H14 -1.46323 1.45016 -1.96278  0.335
O3 -1.89301 1.32627 -1.11317  -0.673
H15 -1.25256 -1.38229 0.30590  0.101
H16 -2.44025 -1.79473 0.96489  0.322
O4 -2.22094 -1.53655 0.05586  -0.606

Cartesian forces, eV/Å:
-1.397 -0.481 0.485
1.041 -1.879 -1.792
-1.607 1.270 1.015
0.221 0.480 0.132
0.440 0.296 0.287
0.229 0.487 -0.118
0.134 -0.343 -0.048
0.265 -0.094 0.441
0.254 0.292 0.337
0.071 -0.045 -0.124
0.345 0.064 0.089
0.433 0.342 -0.239
-0.130 -0.179 0.237
0.201 -0.448 -0.199
-0.258 0.412 -0.240
0.140 -0.030 0.104
0.101 0.037 0.003
-0.201 0.071 -0.039
0.013 -0.141 -0.339
0.371 -0.472 0.152
-0.603 0.570 0.023
0.101 -0.114 -0.709
-0.683 -0.056 -0.278
0.518 -0.038 0.815


Entry 3:
C36H43GeNO6PRuS | ωB97M-V with the def2-TZVPD basis set

Properties
HOMO (alpha / beta): -8.66 / -8.83 eV
expectation value of S²: 8.77
ΔE to the lowest compared entry with this formula, charge and spin: 0.0 kJ/mol
2S+1: 6

Last column: Mulliken charge in e.
Atoms and positions in Å:
Ru1 0.80530 0.70372 1.54872  2.582
C1 0.62555 3.28499 1.55703  -0.942
C2 -0.40576 3.20077 2.49725  0.589
C3 -0.11951 2.89030 3.82016  -0.671
C4 1.19007 2.63789 4.20831  -0.341
C5 2.22027 2.69552 3.27583  0.030
C6 1.94878 3.03745 1.95049  -0.378
H1 0.39652 3.54623 0.53027  0.225
H2 -1.43139 3.33077 2.18143  0.260
H3 -0.92902 2.79759 4.53061  0.410
H4 1.40901 2.36409 5.23168  0.419
H5 3.23564 2.46391 3.56837  0.289
H6 2.75004 3.08164 1.22645  0.258
S1 1.39949 -0.18359 -2.90659  -0.297
C7 0.81727 0.15058 -1.47594  0.164
N1 0.35426 0.39666 -0.40634  -0.701
O1 -2.84184 1.12683 2.22219  -0.621
C8 -2.11837 0.19191 1.95677  0.114
O2 -0.88765 0.07569 2.43740  -0.993
C9 -2.53364 -0.97760 1.09053  0.806
C10 -3.76483 -0.70833 0.23403  -1.270
Ge1 -3.46207 0.21150 -1.47273  1.268
C11 -2.58072 1.95076 -1.32028  0.346
C12 -3.01996 2.88489 -0.38073  -0.388
C13 -2.48394 4.16617 -0.34563  -0.838
C14 -1.49380 4.53064 -1.24845  -0.605
C15 -1.03905 3.60789 -2.18033  -0.604
C16 -1.58342 2.33108 -2.21695  -0.070
C17 -2.47103 -0.96000 -2.68686  -0.078
C18 -1.86281 -2.13875 -2.25705  -0.151
C19 -1.19024 -2.96489 -3.14789  -0.508
C20 -1.12011 -2.62630 -4.49006  -0.607
C21 -1.73166 -1.46435 -4.93916  -0.745
C22 -2.40305 -0.64398 -4.04457  -0.285
C23 -5.20948 0.50576 -2.30137  -0.080
C24 -5.77887 1.77185 -2.41074  -0.115
C25 -7.03131 1.94249 -2.98715  -0.685
C26 -7.73112 0.84498 -3.46499  -0.426
C27 -7.17418 -0.42323 -3.36926  -0.671
C28 -5.92277 -0.58778 -2.79390  -0.319
H7 -2.71053 -1.80239 1.78961  0.518
H8 -1.66011 -1.26625 0.50346  -0.790
H9 -4.49379 -0.13357 0.80691  0.560
H10 -4.25503 -1.64896 -0.03214  0.476
H11 -3.77610 2.60863 0.34430  0.403
H12 -2.84419 4.88204 0.38379  0.411
H13 -1.08094 5.53198 -1.22690  0.373
H14 -0.26277 3.88134 -2.88445  0.403
H15 -1.21201 1.62173 -2.94778  0.382
H16 -1.91697 -2.43323 -1.21565  0.203
H17 -0.72079 -3.87365 -2.79144  0.407
H18 -0.59250 -3.26647 -5.18556  0.384
H19 -1.68790 -1.19811 -5.98767  0.399
H20 -2.89460 0.24976 -4.41552  0.396
H21 -5.23826 2.64010 -2.05105  0.284
H22 -7.45819 2.93444 -3.06617  0.385
H23 -8.70611 0.97675 -3.91656  0.368
H24 -7.71321 -1.28272 -3.74752  0.394
H25 -5.49161 -1.58234 -2.74099  0.346
C29 6.62614 -1.18384 3.35841  -1.699
C30 5.76701 -0.43547 2.35471  1.627
C31 5.83843 1.06688 2.57444  -1.405
C32 6.13856 -0.80654 0.92824  -1.483
O3 4.40071 -0.86630 2.66622  -0.445
P1 3.16206 -0.75775 1.70025  1.597
O4 1.89757 -0.86782 2.55779  -1.257
O5 3.10258 0.54288 0.92682  -0.832
O6 3.26969 -1.95304 0.67913  -0.100
C33 2.59088 -3.24690 0.71593  1.924
C34 1.10577 -3.03507 0.45317  -1.586
C35 2.84124 -3.92356 2.05492  -1.679
C36 3.23006 -4.02027 -0.42449  -1.835
H26 7.67205 -0.89848 3.23980  0.394
H27 6.53742 -2.25931 3.20562  0.385
H28 6.31144 -0.94968 4.37504  0.370
H29 6.85742 1.41676 2.40355  0.500
H30 5.55898 1.30834 3.60098  0.308
H31 5.17016 1.58121 1.88457  0.136
H32 7.17624 -0.52108 0.75000  0.531
H33 5.51031 -0.28711 0.20418  0.277
H34 6.04129 -1.88003 0.77041  0.245
H35 0.62709 -2.49976 1.27309  0.334
H36 0.62413 -4.00958 0.34558  0.663
H37 0.95937 -2.47900 -0.47606  0.021
H38 2.39721 -3.34656 2.86570  0.278
H39 3.91274 -4.02230 2.23572  0.360
H40 2.39614 -4.91908 2.05789  0.492
H41 3.07350 -3.49234 -1.36547  0.388
H42 2.78635 -5.01346 -0.49704  0.385
H43 4.30251 -4.12662 -0.25835  0.429

Cartesian forces, eV/Å:
0.116 -0.099 -0.044
-0.017 0.038 -0.015
-0.036 0.024 -0.007
0.003 0.006 -0.005
-0.023 -0.001 0.019
0.020 0.001 -0.031
-0.051 0.012 0.028
-0.003 -0.009 -0.004
0.003 0.010 0.002
0.001 -0.002 0.005
-0.004 0.000 0.002
0.001 -0.002 0.001
-0.007 -0.005 -0.002
0.002 0.003 -0.019
0.059 -0.032 -0.041
-0.070 0.042 0.085
-0.016 -0.024 0.012
0.037 0.059 0.001
0.000 0.073 0.011
-0.011 0.000 0.025
-0.049 -0.026 -0.020
0.047 -0.029 -0.010
-0.053 0.023 -0.006
0.017 0.005 0.002
-0.004 -0.012 0.007
0.002 0.017 0.008
0.026 0.001 -0.017
-0.003 -0.012 0.019
-0.019 -0.011 0.019
0.003 -0.003 0.001
-0.006 -0.007 0.012
0.008 0.005 -0.011
0.007 0.001 -0.002
-0.004 0.016 -0.003
0.011 -0.008 -0.013
0.000 0.015 0.004
-0.003 0.005 -0.006
-0.004 -0.001 -0.003
0.001 -0.008 -0.001
-0.008 0.009 0.003
-0.005 -0.010 -0.010
0.000 0.005 0.014
0.011 0.020 0.012
0.020 -0.006 -0.003
-0.015 -0.003 0.008
0.000 0.002 0.001
0.003 0.000 -0.002
0.002 0.002 0.001
0.001 -0.008 -0.013
0.007 0.003 -0.004
0.003 -0.002 0.001
0.000 -0.004 -0.003
-0.001 0.000 -0.006
0.007 0.010 0.004
0.000 0.003 0.005
-0.003 0.003 -0.001
-0.005 0.001 0.000
-0.003 -0.003 -0.002
0.001 -0.007 0.002
0.012 0.020 -0.024
-0.049 -0.019 0.027
0.037 0.011 -0.005
0.051 0.000 0.000
-0.028 -0.024 0.008
-0.046 0.163 -0.189
0.055 -0.018 0.002
-0.016 -0.207 0.175
0.066 0.066 0.019
-0.073 -0.032 -0.006
-0.026 -0.075 -0.052
0.022 0.076 0.010
0.005 0.034 -0.004
0.001 -0.001 0.001
0.000 -0.008 -0.002
-0.004 0.004 0.006
0.005 0.008 0.003
-0.007 0.004 0.006
-0.003 0.001 0.001
0.000 -0.004 -0.014
-0.008 0.004 0.001
-0.002 -0.012 -0.007
0.019 -0.032 0.002
-0.027 0.016 0.018
0.032 -0.016 0.017
-0.002 -0.004 0.024
0.001 -0.006 -0.001
-0.007 -0.003 -0.029
-0.002 -0.008 -0.006
-0.005 -0.009 -0.001
0.002 -0.007 0.007


Entry 4:
C6H6NO3 | ωB97M-V with the def2-TZVPD basis set

Properties
HOMO (alpha / beta): -2.62 / -2.62 eV
charge: -1
ΔE to the lowest compared entry with this formula, charge and spin: 410.4 kJ/mol

Last column: Mulliken charge in e.
Atoms and positions in Å:
C1 -0.95738 -1.54950 -1.06975  -1.083
C2 2.31972 0.98682 1.09128  0.217
C3 -1.22860 -0.67719 -0.02439  1.002
C4 -0.26857 0.24380 0.49343  -0.631
C5 2.73624 1.63202 -1.28953  0.582
C6 -2.66240 -0.47918 0.50516  -1.169
N1 2.20820 1.56384 -0.19724  -0.239
O1 3.21425 0.21073 1.34924  -0.623
O2 0.83976 -0.09893 0.87774  -0.239
O3 3.06672 1.59654 -2.43327  -0.553
H1 -1.80269 -1.98111 -1.60162  0.262
H2 0.06458 -1.66122 -1.36566  0.314
H3 1.90507 1.63658 1.86518  0.300
H4 -3.22944 -0.66699 -0.35931  0.295
H5 -2.99226 0.50636 0.98565  0.311
H6 -3.21320 -1.26258 1.17308  0.257

Cartesian forces, eV/Å:
-1.172 1.774 2.003
0.299 -0.128 0.861
-0.832 -1.917 0.033
-0.322 1.965 -0.449
-1.353 -1.474 0.964
-1.248 -0.463 1.434
1.205 1.563 -3.150
0.822 -0.334 0.103
0.609 -1.545 0.524
0.040 0.647 1.257
0.374 -0.138 -0.152
0.288 -0.198 -0.380
-0.457 0.153 -0.122
-1.314 0.430 -1.385
1.114 -1.128 -0.994
1.948 0.793 -0.548


| no. | electronic energy (hartree) |
| --- | --- |
| 1 | -745.8284 |
| 2 | -822.9861 |
| 3 | -4815.2691 |
| 4 | -512.6227 |